{
  "formula": "C29H48BrCoN3P2S",
  "method": "wB97M-V/def2-TZVPD",
  "gap_ha": [0.226, 0.115],
  "s_squared": 3.8041,
  "e_lumo_ev": [-5.920, -8.949],
  "relative_energy_kj_mol": 0.0,
  "charge": 2,
  "spin_multiplicity": 4,
  "total_energy_ev": -172389.01811,
  "elements": ["N", "C", "C", "C", "C", "C", "C", "Co", "P", "C", "C", "C", "C", "C", "C", "C", "Br", "H", "H", "H", "H", "H", "H", "H", "H", "H", "H", "P", "C", "C", "H", "H", "H", "H", "H", "C", "C", "H", "H", "H", "H", "H", "C", "C", "H", "H", "H", "H", "H", "C", "C", "H", "H", "H", "H", "H", "C", "C", "H", "H", "H", "H", "H", "C", "C", "H", "H", "H", "H", "H", "S", "C", "N", "C", "C", "C", "N", "H", "H", "H", "H", "H", "H", "H", "H"],
  "positions_angstrom": [[-6.983986, 5.285979, -6.355419], [-6.755719, 5.847734, -5.165558], [-5.800220, 5.338491, -4.272342], [-5.066406, 4.181469, -4.631839], [-5.376834, 3.578977, -5.873765], [-6.321752, 4.186390, -6.715156], [-4.048125, 3.594042, -3.777667], [0.689355, 0.233123, -0.404798], [5.663084, -0.779458, -1.176365], [-3.231023, 2.571281, -4.169324], [-2.390712, 1.887997, -3.236755], [-1.175541, 1.324861, -3.681678], [-0.267683, 0.850772, -2.759642], [-0.721877, 0.713723, -1.424712], [-1.933147, 1.247788, -0.948301], [-2.777295, 1.823281, -1.880611], [1.876114, -1.017189, 1.210115], [-3.927902, 4.043243, -2.785291], [-3.150981, 2.278608, -5.225565], [-5.642223, 5.825061, -3.314404], [-4.909915, 2.646535, -6.187927], [-7.339415, 6.733367, -4.902188], [-6.533621, 3.763024, -7.698633], [-0.955676, 1.344949, -4.749402], [-3.748039, 2.231325, -1.598005], [0.760127, 0.597099, -3.028875], [-2.192993, 1.224276, 0.109483], [-0.634260, -1.675037, -0.927228], [4.959973, 0.868995, -0.834769], [6.037739, 1.892543, -1.208640], [4.681213, 0.908035, 0.224979], [4.038509, 0.971421, -1.423180], [5.799947, 2.885993, -0.818491], [7.010507, 1.586960, -0.802642], [6.147378, 1.951660, -2.298210], [4.814670, -1.234256, -2.737005], [5.606663, -2.358756, -3.403976], [4.775464, -0.335866, -3.369569], [3.785645, -1.523554, -2.481353], [5.318822, -2.478176, -4.453076], [6.681811, -2.143767, -3.371331], [5.444907, -3.307136, -2.879730], [4.866452, -1.891779, 0.026809], [5.617324, -1.939562, 1.353837], [4.820577, -2.884384, -0.445071], [3.827490, -1.532650, 0.169555], [5.072542, -2.569104, 2.064432], [6.610483, -2.374134, 1.191608], [5.739826, -0.941079, 1.790328], [-0.644325, -2.921371, 0.427130], [-1.519018, -4.143290, 0.143536], [-0.979495, -2.391653, 1.333842], [0.403905, -3.202202, 0.618628], [-2.551425, -3.961745, 0.462862], [-1.533775, -4.404018, -0.922544], [-1.153160, -5.022731, 0.688222], [0.501268, -2.294990, -2.235335], [-0.072710, -2.387432, -3.652497], [0.868657, -3.273653, -1.888931], [1.374023, -1.616957, -2.249920], [-0.931305, -3.068983, -3.728578], [-0.380269, -1.401832, -4.029506], [0.712170, -2.762299, -4.323863], [-2.315816, -1.755897, -1.668633], [-3.463490, -1.499288, -0.687175], [-2.443709, -2.723304, -2.176230], [-2.319060, -0.993470, -2.460925], [-4.290618, -0.981010, -1.188170], [-3.880106, -2.425220, -0.272740], [-3.156411, -0.863754, 0.149736], [0.447501, 2.061053, 0.837506], [0.302982, 1.469547, 2.467120], [-0.783414, 0.822846, 2.914054], [-0.821239, 0.079634, 4.177717], [0.193044, 0.647165, 5.143702], [1.531940, 0.804646, 4.455043], [1.325795, 1.701268, 3.307561], [-1.482525, 0.597934, 2.213296], [-0.618122, -0.980066, 3.971846], [-1.828969, 0.149940, 4.598723], [0.304782, -0.014914, 6.003845], [-0.140544, 1.622995, 5.509064], [1.899195, -0.171118, 4.090794], [2.288714, 1.243747, 5.112136], [2.153649, 2.103307, 2.869934]],
  "forces_ev_per_a": [[-0.3, 0.3, -0.1], [0.6, -0.7, 0.1], [0.1, -0.5, -0.5], [-0.9, 0.5, -1.1], [-0.4, 0.6, 0.0], [0.6, -0.1, 0.9], [0.8, -0.8, -0.3], [0.3, -1.6, 1.6], [-3.5, 0.0, 0.0], [-1.3, 1.4, -0.4], [0.7, -0.6, 0.4], [-0.5, 0.9, -0.1], [-0.6, -0.6, 1.1], [-1.0, 1.4, -1.0], [0.1, -0.2, -1.0], [0.4, 0.0, 0.0], [0.3, -0.1, 0.2], [-0.2, -0.4, -0.2], [-0.2, 0.1, 0.5], [0.1, 0.0, -0.1], [-0.1, 0.3, 0.1], [0.2, -0.3, -0.2], [-0.1, 0.2, 0.3], [0.1, 0.2, 0.3], [0.3, -0.1, 0.0], [-0.3, -0.4, -0.2], [0.0, -0.1, -0.4], [0.3, -0.2, -0.2], [0.9, 0.2, 0.4], [0.0, 0.4, -0.1], [0.2, 0.0, -0.1], [0.2, -0.1, 0.0], [0.0, -0.1, -0.2], [-0.2, 0.2, 0.0], [0.0, 0.1, 0.2], [1.1, 0.2, -0.5], [0.0, -0.3, -0.3], [0.0, -0.2, 0.1], [0.2, 0.1, 0.2], [0.0, -0.1, 0.2], [-0.2, -0.1, -0.2], [0.0, 0.1, -0.2], [1.1, -0.7, 0.1], [0.1, -0.2, 0.1], [0.0, 0.2, 0.2], [0.5, 0.2, -0.4], [0.1, 0.2, -0.1], [-0.2, 0.1, 0.2], [-0.1, -0.2, 0.0], [0.2, 0.1, 0.3], [-0.2, -0.2, -0.1], [0.1, -0.2, -0.2], [-0.4, 0.2, -0.2], [0.2, -0.1, -0.2], [0.0, 0.0, 0.2], [-0.1, 0.3, -0.1], [0.2, -0.2, -0.1], [0.1, 0.0, -0.3], [-0.1, 0.2, -0.1], [-0.2, -0.3, 0.0], [0.3, 0.2, 0.1], [0.0, -0.4, 0.1], [-0.3, 0.0, 0.1], [0.0, 0.4, -0.2], [-0.4, 0.0, 0.2], [0.2, 0.2, 0.3], [0.0, -0.2, 0.2], [0.3, -0.1, 0.1], [0.2, 0.2, -0.1], [-0.1, -0.1, -0.1], [-0.4, 1.1, 0.4], [0.6, -0.1, 0.6], [0.6, 0.1, -0.7], [-0.3, -0.2, 0.2], [0.2, 0.1, 0.4], [0.1, 0.1, 0.0], [0.0, -0.6, -0.6], [0.2, 0.2, 0.2], [0.0, 0.2, 0.0], [0.1, 0.0, -0.1], [-0.1, 0.0, -0.1], [0.0, -0.1, 0.0], [0.0, 0.3, 0.1], [-0.2, -0.1, -0.1], [-0.5, -0.1, 0.1]],
  "mulliken_spin": [0.00, 0.00, 0.00, 0.00, 0.00, 0.00, 0.01, 2.02, 0.65, -0.01, 0.01, -0.02, 0.01, -0.10, 0.00, -0.01, 0.06, 0.00, 0.00, 0.00, 0.00, 0.00, 0.00, 0.00, 0.00, -0.01, -0.01, 0.00, 0.06, 0.01, 0.00, 0.03, 0.00, 0.00, 0.00, 0.04, 0.01, 0.00, 0.05, 0.00, 0.00, 0.00, 0.10, 0.01, -0.01, 0.03, 0.00, 0.00, 0.00, 0.00, 0.00, 0.00, 0.00, 0.00, 0.00, 0.00, 0.03, 0.00, 0.00, -0.02, 0.00, 0.00, 0.00, 0.00, 0.00, 0.00, 0.00, 0.00, 0.00, 0.00, 0.07, -0.02, 0.00, 0.00, 0.00, 0.00, 0.00, 0.00, 0.00, 0.00, 0.00, 0.00, 0.00, 0.00, 0.00]
}